#w
{
  "formula": "C3H4N4",
  "method": "the ωB97M-V functional and the def2-TZVPD basis",
  "lumo_ev": 0.4,
  "homo_lumo_gap_ev": 9.47,
  "symbols": ["N", "C", "N", "C", "N", "C", "N", "H", "H", "H", "H"],
  "xyz": [[-1.363, -1.310, 1.636], [-0.589, -0.680, 0.821], [-0.939, -0.590, -0.546], [-0.243, 0.071, -1.283], [0.757, 0.929, -0.796], [1.069, 0.792, 0.517], [0.521, 0.015, 1.372], [-2.112, -1.891, 1.183], [-0.420, 0.050, -2.368], [1.512, 1.197, -1.441], [1.807, 1.419, 0.904]]
}



#x
{
  "formula": "C3H4N4",
  "method": "the ωB97M-V functional and the def2-TZVPD basis",
  "lumo_ev": 0.5,
  "homo_lumo_gap_ev": 10.32,
  "symbols": ["C", "C", "C", "H", "H", "H", "H", "N", "N", "N", "N"],
  "xyz": [[0.712, -1.034, -0.093], [-0.004, -0.173, -1.169], [-0.215, -0.229, 0.858], [0.626, -2.126, 0.269], [1.781, -0.512, -0.170], [-0.733, -0.711, -1.593], [0.843, 0.289, -1.743], [-0.559, 0.647, -0.070], [-1.078, 1.770, 0.205], [-0.979, 1.596, 1.466], [-0.393, 0.484, 2.041]]
}



Which structure wins on stability? #w wins.



#w
{
  "formula": "C5H8N",
  "method": "the ωB97M-V functional and the def2-TZVPD basis",
  "lumo_ev": -3.4,
  "charge": 1,
  "homo_lumo_gap_ev": 11.17,
  "symbols": ["C", "C", "C", "N", "C", "C", "H", "H", "H", "H", "H", "H", "H", "H"],
  "xyz": [[-3.008, -0.423, -0.032], [-1.968, 0.160, 0.013], [-0.628, 0.814, 0.225], [0.467, 0.130, -0.415], [1.859, 0.274, -0.120], [1.160, -1.005, 0.306], [-3.864, -0.896, -0.351], [-0.321, 0.880, 1.298], [-0.850, 1.870, -0.079], [0.246, 0.132, -1.475], [2.036, 1.043, 0.587], [2.522, 0.276, -0.968], [1.510, -1.998, -0.281], [0.839, -1.256, 1.292]]
}



#x
{
  "formula": "C5H8N",
  "method": "the ωB97M-V functional and the def2-TZVPD basis",
  "lumo_ev": [-5.2, -5.2],
  "charge": 1,
  "homo_lumo_gap_ev": [8.55, 8.56],
  "symbols": ["C", "C", "C", "C", "C", "N", "H", "H", "H", "H", "H", "H", "H", "H"],
  "xyz": [[0.469, 0.373, -1.919], [0.943, 1.444, -0.857], [-0.906, -0.634, 1.460], [0.213, -1.493, 1.875], [-0.101, 0.532, -0.595], [-0.785, -0.337, 0.048], [0.008, 0.848, -2.759], [1.121, -0.441, -2.190], [1.814, 1.272, -0.204], [0.803, 2.463, -1.130], [-1.863, -1.320, 1.709], [-0.903, 0.313, 2.114], [0.006, -1.748, 2.868], [-0.821, -1.274, -0.419]]
}



#y
{
  "formula": "C5H8N",
  "method": "the ωB97M-V functional and the def2-TZVPD basis",
  "lumo_ev": [-7.1, -7.1],
  "charge": 1,
  "homo_lumo_gap_ev": [8.07, 8.07],
  "symbols": ["C", "C", "C", "C", "C", "N", "H", "H", "H", "H", "H", "H", "H", "H"],
  "xyz": [[1.546, 0.862, -0.737], [-0.487, -0.840, 0.522], [-0.766, -0.200, -0.800], [0.510, 0.091, 1.265], [0.249, 0.837, -1.169], [1.509, 0.651, 0.490], [2.258, 1.298, -1.369], [-1.333, -1.120, 1.234], [0.159, -1.800, 0.557], [-0.609, -0.935, -1.558], [-1.753, 0.255, -0.889], [-0.103, 0.900, 1.546], [1.053, -0.383, 2.034], [0.031, 1.696, -1.852]]
}



#z
{
  "formula": "C5H8N",
  "method": "the ωB97M-V functional and the def2-TZVPD basis",
  "lumo_ev": -4.9,
  "charge": 1,
  "homo_lumo_gap_ev": 10.11,
  "symbols": ["C", "C", "C", "C", "C", "N", "H", "H", "H", "H", "H", "H", "H", "H"],
  "xyz": [[1.941, -0.521, 0.042], [0.494, -0.925, 0.141], [0.246, 1.468, -0.104], [-0.419, 0.353, 0.030], [-1.872, 0.279, -0.053], [2.204, 0.691, -0.108], [2.626, -1.271, 0.213], [0.118, -1.743, -0.600], [0.285, -1.344, 1.221], [3.092, 1.206, -0.095], [-0.001, 2.522, 0.165], [-2.206, -0.674, 0.428], [-2.048, 0.322, -1.143], [-2.203, 1.268, 0.312]]
}



Which structure wins on stability? #z wins.



#w
{
  "formula": "C2H4NO2",
  "method": "the ωB97M-V functional and the def2-TZVPD basis",
  "lumo_ev": -6.3,
  "charge": 1,
  "homo_lumo_gap_ev": 10.06,
  "symbols": ["C", "C", "N", "O", "O", "H", "H", "H", "H"],
  "xyz": [[-1.638, -0.131, 0.107], [-0.430, 0.473, 0.480], [1.300, -0.286, -0.350], [-2.373, -1.009, 0.104], [-1.162, 0.879, -0.608], [-0.075, 0.894, 1.404], [0.934, -1.091, -0.836], [1.775, -0.187, 0.600], [1.669, 0.459, -0.902]]
}



#x
{
  "formula": "C2H4NO2",
  "method": "the ωB97M-V functional and the def2-TZVPD basis",
  "lumo_ev": -4.9,
  "charge": 1,
  "homo_lumo_gap_ev": 11.87,
  "symbols": ["C", "C", "N", "O", "O", "H", "H", "H", "H"],
  "xyz": [[1.728, -0.471, -0.008], [-0.925, -0.257, -0.040], [-1.525, 0.863, 0.048], [-0.854, -1.388, -0.194], [0.895, 0.372, 0.214], [2.798, -0.248, 0.043], [1.436, -1.503, -0.275], [-2.541, 0.903, 0.031], [-1.012, 1.729, 0.181]]
}



Which structure wins on stability? #x wins.



#w
{
  "formula": "C3H3NOS",
  "method": "the ωB97M-V functional and the def2-TZVPD basis",
  "lumo_ev": -1.1,
  "homo_lumo_gap_ev": 7.67,
  "symbols": ["C", "C", "C", "N", "O", "S", "H", "H", "H"],
  "xyz": [[0.284, 0.757, -0.005], [-1.575, -1.739, -1.275], [-0.874, -0.293, -1.169], [0.421, 0.678, 1.199], [-0.934, 0.349, -2.188], [-2.418, -2.019, -2.573], [0.724, 1.304, -0.835], [-1.398, -2.409, -0.535], [1.063, 1.311, 1.747]]
}



#x
{
  "formula": "C3H3NOS",
  "method": "the ωB97M-V functional and the def2-TZVPD basis",
  "lumo_ev": -0.9,
  "homo_lumo_gap_ev": 8.65,
  "symbols": ["N", "C", "C", "O", "C", "S", "H", "H", "H"],
  "xyz": [[0.285, -0.885, -3.836], [0.628, -0.526, -2.803], [1.131, -0.260, -1.433], [1.895, 0.402, -0.854], [0.122, -1.356, -0.485], [0.192, -0.639, 1.206], [-0.815, -1.475, -0.993], [0.623, -2.285, -0.496], [0.851, 0.465, 0.847]]
}



Which structure wins on stability? #x wins.



#w
{
  "formula": "C3H3NOS",
  "method": "the ωB97M-V functional and the def2-TZVPD basis",
  "lumo_ev": -0.1,
  "homo_lumo_gap_ev": 9.07,
  "symbols": ["C", "C", "C", "S", "N", "O", "H", "H", "H"],
  "xyz": [[-2.839, -0.331, 0.004], [-1.595, -0.425, -0.103], [-0.072, -0.108, 0.025], [0.485, 1.445, 0.010], [0.642, -1.167, 0.183], [2.017, -0.944, -0.088], [-3.935, -0.110, 0.006], [0.438, -2.103, -0.171], [2.138, -0.008, -0.134]]
}



#x
{
  "formula": "C3H3NOS",
  "method": "the ωB97M-V functional and the def2-TZVPD basis",
  "lumo_ev": 0.7,
  "homo_lumo_gap_ev": 9.75,
  "symbols": ["S", "C", "C", "C", "N", "O", "H", "H", "H"],
  "xyz": [[-0.249, 1.090, -1.622], [-0.129, 0.167, -0.147], [-0.940, 0.082, 0.936], [-0.265, -0.844, 1.772], [0.858, -1.265, 1.246], [0.941, -0.632, 0.014], [0.891, 0.628, -2.128], [-1.892, 0.596, 1.103], [-0.544, -1.189, 2.764]]
}



Which structure wins on stability? #x wins.



#w
{
  "formula": "C3H3NOS",
  "method": "the ωB97M-V functional and the def2-TZVPD basis",
  "lumo_ev": 0.1,
  "homo_lumo_gap_ev": 8.46,
  "symbols": ["C", "C", "C", "N", "O", "S", "H", "H", "H"],
  "xyz": [[0.065, 0.056, -0.001], [-0.870, -0.999, 0.002], [-0.493, 1.289, -0.006], [-2.128, -0.658, 0.003], [-3.157, -1.310, -0.005], [-2.208, 1.267, 0.002], [1.123, -0.129, -0.024], [-0.610, -2.042, 0.026], [0.017, 2.233, -0.002]]
}



#x
{
  "formula": "C3H3NOS",
  "method": "the ωB97M-V functional and the def2-TZVPD basis",
  "lumo_ev": -0.2,
  "homo_lumo_gap_ev": 9.34,
  "symbols": ["N", "C", "C", "C", "O", "H", "S", "H", "H"],
  "xyz": [[-0.361, -1.771, 0.217], [-0.679, -0.795, -0.286], [-1.064, 0.414, -0.743], [-2.093, 1.045, -0.222], [-2.981, 1.646, 0.222], [-0.404, 0.750, -1.475], [2.820, -0.380, 0.214], [1.657, -1.153, 0.633], [3.104, 0.244, 1.439]]
}



Which structure wins on stability? #x wins.